No. 1
{
  "formula": "C27H42Cl2I2MnN4OSSi3",
  "method": "ωB97M-V/def2-TZVPD",
  "de_lowest_ev": 0.000,
  "total_charge": 1,
  "mol_weight_g_mol": 934.64,
  "homo_ev": [-10.23, -10.32],
  "multiplicity": 5,
  "e_tot_ev": -143724.0533,
  "lumo_energy_ha": [-0.1324, -0.1097],
  "homo_lumo_gap_ev": [6.630, 7.332],
  "symbols": ["Mn", "C", "Si", "C", "C", "C", "Si", "C", "C", "C", "Si", "C", "C", "C", "C", "C", "C", "C", "N", "H", "H", "H", "H", "H", "H", "H", "H", "H", "H", "H", "H", "H", "H", "H", "H", "H", "H", "H", "H", "H", "H", "H", "H", "H", "H", "H", "H", "I", "C", "C", "C", "I", "C", "C", "C", "C", "N", "C", "C", "O", "H", "H", "H", "H", "Cl", "C", "Cl", "H", "H", "C", "N", "C", "S", "N", "C", "H", "H", "H", "H", "H", "H", "H", "H"],
  "coordinates": [[0.294006, 0.234116, -0.468378], [-2.927738, 0.263572, 2.313665], [-1.425385, 1.361173, 2.160339], [-1.145427, 2.030147, 3.899295], [-1.818578, 2.829372, 1.060389], [0.149503, 0.453050, 1.593837], [0.193360, -1.331210, 2.240387], [-1.146145, -2.397349, 1.456875], [1.857644, -2.127291, 1.852637], [-0.082974, -1.455049, 4.091268], [1.673272, 1.409195, 2.125401], [2.421184, 0.977791, 3.786406], [1.652475, 3.280421, 2.091467], [2.919574, 0.893358, 0.790231], [4.300198, 1.000379, 0.908109], [5.126490, 0.537434, -0.100216], [4.548677, -0.036033, -1.223901], [3.174126, -0.108178, -1.297178], [2.373582, 0.352993, -0.322593], [-3.805230, 0.903479, 2.440429], [-2.866846, -0.378492, 3.194665], [-3.087291, -0.353431, 1.435132], [-2.100187, 2.425980, 4.257141], [-0.422790, 2.843108, 3.961311], [-0.839452, 1.248044, 4.596312], [-2.722554, 3.315084, 1.438119], [-2.002666, 2.533013, 0.026374], [-1.015196, 3.567361, 1.084061], [-1.425431, -2.073670, 0.452997], [-2.049219, -2.383533, 2.067103], [-0.795204, -3.431371, 1.411957], [2.047345, -2.149214, 0.776961], [1.847156, -3.155943, 2.225132], [2.700015, -1.620662, 2.327490], [-1.085433, -1.126630, 4.368717], [0.635826, -0.900771, 4.693422], [-0.002074, -2.510572, 4.367694], [1.734383, 1.255368, 4.588656], [3.324525, 1.579105, 3.922040], [2.689317, -0.070056, 3.912276], [1.249558, 3.692931, 3.016071], [1.112645, 3.715223, 1.253859], [2.692782, 3.612483, 2.021053], [4.720312, 1.438676, 1.804121], [6.202503, 0.611635, -0.011808], [5.147919, -0.429374, -2.032477], [2.693384, -0.568197, -2.148323], [-4.801436, -0.247949, -1.004203], [-3.319917, 0.247912, -2.371184], [-3.700231, 0.457149, -3.714639], [-2.789436, 0.810855, -4.667692], [-3.443927, 1.110603, -6.624371], [-1.427089, 0.986149, -4.308138], [-0.406964, 1.421312, -5.179578], [0.856545, 1.630582, -4.702905], [1.124663, 1.370916, -3.353478], [0.212780, 0.919023, -2.521755], [-1.063543, 0.750714, -2.968186], [-2.008641, 0.373086, -1.969861], [-1.582278, 0.197985, -0.726213], [-4.741691, 0.338919, -3.979940], [-0.642164, 1.609242, -6.218710], [1.647519, 1.991862, -5.343837], [2.114704, 1.545663, -2.951587], [0.827567, 4.058821, -1.366953], [-0.710388, 4.874616, -1.726438], [-1.741899, 3.903340, -2.776843], [-0.481419, 5.808229, -2.224557], [-1.227131, 5.028272, -0.787152], [0.217709, -5.764489, -0.158460], [0.677609, -4.471664, -0.625101], [-0.061949, -3.593584, -1.309260], [0.654882, -2.132556, -1.843856], [-1.321281, -3.923848, -1.577682], [-2.286900, -3.096118, -2.284580], [1.035508, -6.255240, 0.360460], [-0.086735, -6.403154, -0.990977], [-0.615162, -5.661693, 0.542648], [1.624639, -4.186991, -0.443167], [-1.670115, -4.787622, -1.193068], [-1.756235, -2.325992, -2.834344], [-2.975232, -2.626662, -1.580746], [-2.848291, -3.715190, -2.982174]],
  "forces_ev_per_a": [[0.01, -0.16, 0.00], [0.01, -0.01, 0.02], [0.01, 0.05, 0.00], [0.01, 0.01, 0.00], [-0.03, 0.00, 0.00], [-0.02, 0.03, -0.01], [0.02, -0.01, 0.00], [-0.01, 0.03, 0.00], [-0.01, -0.01, 0.01], [0.01, 0.02, 0.01], [0.00, -0.05, 0.02], [-0.01, 0.00, 0.01], [-0.01, 0.02, -0.04], [0.00, 0.00, 0.02], [0.02, -0.01, -0.02], [-0.02, 0.00, -0.01], [0.00, 0.01, 0.01], [0.02, 0.00, -0.01], [-0.04, 0.00, -0.01], [0.00, 0.00, -0.01], [0.00, 0.00, -0.01], [-0.02, -0.02, -0.04], [0.00, 0.00, 0.01], [0.00, 0.00, 0.00], [-0.01, -0.01, 0.00], [0.00, 0.00, -0.01], [-0.01, 0.02, 0.02], [0.01, 0.00, 0.00], [0.00, 0.00, 0.03], [-0.01, 0.02, 0.01], [0.00, 0.00, 0.00], [0.00, -0.04, -0.01], [0.01, -0.01, -0.02], [-0.01, 0.00, 0.00], [0.01, 0.01, 0.01], [0.00, 0.00, -0.01], [0.00, 0.00, 0.00], [0.00, -0.01, 0.00], [0.01, 0.00, 0.01], [-0.01, 0.01, 0.00], [-0.01, 0.00, -0.01], [0.03, -0.02, 0.01], [0.00, 0.01, 0.00], [0.00, 0.00, 0.00], [0.00, 0.00, 0.00], [0.00, 0.00, 0.00], [0.01, 0.01, 0.00], [0.00, 0.02, 0.01], [-0.01, -0.01, 0.04], [0.03, 0.01, 0.00], [-0.01, 0.00, -0.01], [0.00, 0.00, 0.01], [0.01, -0.04, -0.02], [-0.01, -0.01, 0.00], [-0.01, 0.00, 0.01], [0.02, 0.00, 0.00], [0.05, 0.07, 0.07], [0.02, -0.03, -0.05], [-0.01, 0.00, 0.05], [-0.05, -0.04, -0.04], [0.00, 0.00, 0.00], [0.00, 0.00, 0.00], [0.00, 0.00, 0.00], [-0.01, -0.01, -0.01], [0.02, 0.07, -0.04], [-0.01, -0.03, 0.03], [-0.03, 0.09, 0.00], [0.00, 0.00, 0.00], [-0.01, 0.01, 0.00], [-0.01, -0.01, -0.01], [0.03, 0.02, -0.02], [-0.10, 0.00, 0.04], [0.06, 0.02, -0.01], [0.04, -0.02, -0.03], [-0.01, -0.01, 0.03], [0.00, 0.00, 0.00], [0.00, 0.01, 0.00], [0.00, 0.00, 0.00], [-0.01, 0.01, 0.00], [0.01, -0.01, -0.02], [0.01, 0.00, -0.02], [0.02, 0.01, -0.01], [0.00, -0.01, 0.02]]
}

=====

No. 2
{
  "formula": "C18H17BrFO8P",
  "method": "ωB97M-V/def2-TZVPD",
  "total_charge": 0,
  "mol_weight_g_mol": 491.20,
  "homo_ev": -9.53,
  "e_tot_ev": -117366.2628,
  "lumo_energy_ha": -0.0605,
  "homo_lumo_gap_ev": 7.882,
  "symbols": ["C", "C", "C", "F", "C", "O", "C", "O", "O", "C", "P", "O", "Br", "H", "H", "H", "H", "H", "H", "H", "H", "H", "C", "C", "C", "O", "C", "C", "C", "O", "H", "H", "H", "H", "C", "C", "C", "O", "C", "C", "C", "O", "H", "H", "H", "H"],
  "coordinates": [[-1.922842, -3.012763, -2.195533], [-0.315726, -2.901912, -2.070595], [0.071542, -1.786414, -0.965655], [0.738721, -0.704297, -1.678180], [0.987364, -2.369526, 0.208598], [2.044883, -3.338048, -0.141786], [1.781703, -4.554245, 0.575249], [1.997214, -5.735357, 0.274060], [1.121405, -4.064199, 1.777864], [0.052450, -3.252929, 1.165072], [-1.230484, -2.422064, 2.280546], [-1.511640, -3.549139, 3.569095], [-0.414231, -0.494327, 3.188727], [-2.265438, -4.073880, -2.497151], [-2.222950, -2.346084, -3.092205], [-2.439372, -2.660655, -1.230553], [0.192344, -3.896129, -1.823338], [0.059659, -2.538209, -3.100384], [-0.884767, -1.372772, -0.461274], [1.619191, -1.556481, 0.735050], [-0.396576, -4.019083, 0.429076], [-1.386799, -4.448949, 3.166373], [4.271872, 3.735369, -2.552981], [5.456631, 3.135843, -2.429106], [5.560930, 1.670472, -2.262022], [6.641588, 1.123197, -2.146957], [4.301896, 0.895973, -2.239259], [3.116889, 1.495451, -2.363157], [3.012646, 2.960638, -2.530193], [1.932040, 3.508575, -2.645263], [4.176987, 4.807131, -2.675337], [6.388079, 3.688171, -2.444424], [4.396735, -0.175847, -2.116889], [2.185826, 0.942865, -2.347795], [-4.442100, 1.984570, 3.267210], [-4.734072, 3.201203, 3.728782], [-4.239631, 4.417948, 3.049940], [-4.503829, 5.527998, 3.471418], [-3.410842, 4.233791, 1.839446], [-3.118949, 3.017068, 1.377987], [-3.613461, 1.800625, 2.056870], [-3.349143, 0.690046, 1.635363], [-4.795004, 1.082890, 3.752033], [-5.340131, 3.353528, 4.613262], [-3.057823, 5.135329, 1.354561], [-2.512785, 2.864637, 0.493453]],
  "forces_ev_per_a": [[0.26, -0.09, -0.81], [-0.50, 0.55, -0.01], [0.52, -0.81, -0.83], [-0.85, -1.38, 1.40], [0.07, 1.09, 0.52], [-1.52, -2.26, -0.04], [0.00, -0.69, 0.25], [-0.51, 5.27, 1.21], [-0.10, -1.51, -1.70], [2.78, -0.64, -0.74], [-1.60, -0.73, 0.32], [1.23, 0.54, -2.27], [0.39, -1.19, -0.09], [0.59, 1.65, 0.75], [0.22, -0.89, 1.73], [0.62, -0.67, -1.56], [-0.76, 1.39, -0.37], [-0.26, -0.62, 1.87], [1.66, -0.32, -0.86], [-1.67, -0.98, -0.63], [-0.60, 1.40, 1.17], [0.02, 0.92, 0.71], [0.34, 0.06, 0.01], [-0.18, 0.31, -0.04], [0.40, -0.27, 0.05], [-0.27, 0.17, -0.03], [-0.32, -0.01, -0.01], [0.11, -0.28, 0.02], [-0.39, 0.17, -0.04], [0.28, -0.12, 0.04], [-0.04, -0.02, 0.00], [0.01, -0.05, 0.01], [0.03, 0.01, 0.00], [0.01, 0.04, 0.01], [-0.15, 0.17, 0.24], [-0.03, -0.35, 0.04], [-0.10, 0.45, 0.17], [0.07, -0.30, -0.11], [0.17, -0.19, -0.24], [0.04, 0.32, -0.04], [0.10, -0.39, -0.17], [-0.07, 0.24, 0.07], [0.03, -0.02, -0.04], [0.02, 0.04, -0.02], [-0.02, 0.01, 0.04], [-0.01, -0.04, 0.02]]
}